(1)
Computed, not measured: 11 unconnected molecules or ions with the total composition C20H48Cl2F12N5O10, with ωB97M-V with the def2-TZVPD basis set.

Geometry (Å):
N (-3.18133, 2.79709, 1.66861)
H (-2.41469, 2.34014, 1.19578)
H (-3.97877, 2.38828, 1.20269)
H (-3.23309, 3.78364, 1.45856)
H (-3.23670, 2.55806, 2.64835)
N (-2.58240, -2.23132, -1.34716)
H (-3.10975, -1.37260, -1.41495)
H (-3.03823, -2.91336, -0.75797)
H (-1.82613, -2.00506, -0.71712)
H (-2.16214, -2.69049, -2.14256)
N (-2.63375, -0.68820, 1.99667)
H (-3.26739, -1.17284, 1.37721)
H (-2.08189, -1.20222, 2.66848)
H (-3.13629, -0.04762, 2.59435)
H (-1.94380, -0.19460, 1.44854)
N (0.25512, 1.35908, 3.35712)
H (0.02347, 1.44477, 2.37778)
H (-0.26469, 0.55643, 3.68214)
H (-0.10601, 2.16884, 3.84085)
H (1.24938, 1.20247, 3.44105)
N (-0.60513, -3.26697, 2.79209)
H (-1.50833, -3.63185, 2.52525)
H (-0.38407, -2.60316, 2.06367)
H (0.10210, -3.97485, 2.92933)
H (-0.69470, -2.67878, 3.60824)
O (-0.82921, 1.33186, 0.87824)
C (-0.03149, 0.67950, -0.08868)
C (0.43576, -0.85848, 0.00568)
O (-0.39132, -1.88474, 0.43615)
H (0.81788, 1.30850, -0.35516)
H (-0.49798, 0.80453, -1.06585)
H (1.16616, -0.92014, 0.81241)
H (0.87912, -1.16713, -0.94102)
C (4.62743, 3.61841, 0.83635)
C (3.35439, 2.87495, 1.13235)
O (3.74313, 1.51531, 1.41435)
C (3.45419, 0.81699, 2.57017)
O (2.91274, 1.30740, 3.56668)
C (3.81355, -0.70995, 2.51877)
F (4.23318, -1.03278, 1.27058)
F (4.86460, -0.98686, 3.36372)
F (2.79049, -1.39842, 2.94429)
H (5.43095, 3.04892, 0.36930)
H (5.11854, 3.92639, 1.75942)
H (4.37943, 4.45961, 0.18907)
H (2.64752, 2.93780, 0.30503)
H (2.86191, 3.37842, 1.96425)
C (-1.13666, 2.84071, -3.23339)
C (-2.39697, 2.55532, -2.45504)
O (-3.47829, 3.46069, -2.80425)
C (-4.07914, 4.25803, -1.88655)
O (-3.82511, 4.35245, -0.67452)
C (-5.34304, 4.93642, -2.59683)
F (-5.03400, 6.17655, -2.75712)
F (-5.68697, 4.27074, -3.73872)
F (-6.38151, 4.93298, -1.75774)
H (-0.65073, 1.88975, -3.45162)
H (-0.46984, 3.38678, -2.56612)
H (-1.29151, 3.36652, -4.17555)
H (-2.22528, 2.41848, -1.38738)
H (-2.62569, 1.56057, -2.83748)
C (0.93694, -6.22483, 0.53593)
C (1.80208, -5.12953, 1.07070)
O (2.60360, -5.42860, 2.17131)
C (2.00750, -5.46014, 3.46648)
O (0.80733, -5.25831, 3.74918)
C (2.99273, -5.91881, 4.61354)
F (4.23682, -6.22230, 4.16407)
F (3.15620, -4.95777, 5.52753)
F (2.53665, -7.02835, 5.13275)
H (0.33182, -5.73562, -0.22735)
H (0.26226, -6.65332, 1.27708)
H (1.56877, -6.96057, 0.03835)
H (1.21608, -4.23320, 1.27389)
H (2.43819, -4.79483, 0.25128)
C (0.58473, 0.01295, -5.58506)
C (0.85694, -0.64219, -4.26294)
O (0.99400, -2.05469, -4.55048)
C (0.19996, -3.11011, -4.16945)
O (-0.68235, -3.01792, -3.30312)
C (0.44136, -4.42006, -4.96088)
F (1.50283, -5.06584, -4.59492)
F (-0.55955, -5.32020, -4.86075)
F (0.57989, -4.08085, -6.27857)
H (1.26494, -0.32309, -6.36768)
H (0.47727, 1.09309, -5.48581)
H (-0.42065, -0.26805, -5.89866)
H (0.11347, -0.34752, -3.52232)
H (1.77666, -0.29181, -3.79450)
Cl (1.74538, 5.92799, -0.10930)
C (0.36236, 4.96963, 0.44243)
C (-0.85971, 5.90683, 0.59525)
Cl (-0.50730, 7.49617, 1.56465)
H (0.52208, 4.49082, 1.40852)
H (0.28652, 4.12416, -0.24135)
H (-1.57571, 5.31476, 1.16525)
H (-1.39710, 6.23113, -0.29589)

Atoms 1-6, force components in eV/Å:
-0.9793 -0.7910 -0.3224
1.6227 -0.0211 -0.3373
-0.9449 0.2345 -0.1991
0.1224 0.9750 -0.1086
0.0541 0.5420 0.4511
-0.0545 0.0034 2.1596

Results
⟨S²⟩	0.76
electronic energy	-3934.13308	Eh
LUMO energy (alpha / beta)	-13.07 / -15.46	eV
total charge	+4
2S+1	2

Which charges does Löwdin predict for the atoms? In e, they are: number 1, N, carries 0.33; number 2, H, carries 0.06; number 3, H, carries 0.14; number 4, H, carries 0.12; number 5, H, carries 0.15; number 6, N, carries 0.35; number 7, H, carries 0.15; number 8, H, carries 0.15; number 9, H, carries 0.06; number 10, H, carries 0.10; number 11, N, carries 0.35; number 12, H, carries 0.15; number 13, H, carries 0.12; number 14, H, carries 0.15; number 15, H, carries 0.06; number 16, N, carries 0.33; number 17, H, carries 0.05; number 18, H, carries 0.12; number 19, H, carries 0.16; number 20, H, carries 0.06; number 21, N, carries 0.31; number 22, H, carries 0.15; number 23, H, carries 0.04; number 24, H, carries 0.05; number 25, H, carries 0.14; number 26, O, carries -0.33; number 27, C, carries -0.24; number 28, C, carries -0.18; number 29, O, carries -0.16; number 30, H, carries 0.12; number 31, H, carries 0.09; number 32, H, carries 0.13; number 33, H, carries 0.13; number 34, C, carries -0.04; number 35, C, carries -0.22; number 36, O, carries 0.02; number 37, C, carries -0.26; number 38, O, carries 0.09; number 39, C, carries -0.51; number 40, F, carries 0.17; number 41, F, carries 0.17; number 42, F, carries 0.17; number 43, H, carries 0.10; number 44, H, carries 0.10; number 45, H, carries 0.07; number 46, H, carries 0.10; number 47, H, carries 0.12; number 48, C, carries -0.03; number 49, C, carries -0.21; number 50, O, carries 0.05; number 51, C, carries -0.26; number 52, O, carries 0.07; number 53, C, carries -0.54; number 54, F, carries 0.24; number 55, F, carries 0.17; number 56, F, carries 0.18; number 57, H, carries 0.05; number 58, H, carries 0.07; number 59, H, carries 0.12; number 60, H, carries 0.08; number 61, H, carries 0.11; number 62, C, carries -0.03; number 63, C, carries -0.27; number 64, O, carries 0.05; number 65, C, carries -0.17; number 66, O, carries 0.08; number 67, C, carries -0.54; number 68, F, carries 0.17; number 69, F, carries 0.19; number 70, F, carries 0.23; number 71, H, carries 0.08; number 72, H, carries 0.09; number 73, H, carries 0.11; number 74, H, carries 0.07; number 75, H, carries 0.14; number 76, C, carries -0.04; number 77, C, carries -0.22; number 78, O, carries 0.03; number 79, C, carries -0.24; number 80, O, carries 0.06; number 81, C, carries -0.54; number 82, F, carries 0.23; number 83, F, carries 0.17; number 84, F, carries 0.17; number 85, H, carries 0.11; number 86, H, carries 0.08; number 87, H, carries 0.09; number 88, H, carries 0.08; number 89, H, carries 0.13; number 90, Cl, carries 0.63; number 91, C, carries -0.68; number 92, C, carries -0.57; number 93, Cl, carries 0.53; number 94, H, carries 0.05; number 95, H, carries 0.03; number 96, H, carries 0.02; number 97, H, carries 0.07

***

(2)
Computed, not measured: a molecular structure, C19H42NO3P3Pb, with ωB97M-V with the def2-TZVPD basis set.

Geometry (Å):
Pb (-0.00444, 0.82846, -0.45282)
P (-0.71734, 0.10518, 2.53233)
P (2.51951, 0.39053, 0.91132)
P (-0.05069, -2.29007, 0.12198)
H (-3.07525, -0.30900, -3.21087)
C (-4.05426, -0.72259, -2.94161)
C (-4.66426, -0.39396, -1.79173)
H (-4.22949, 0.32007, -1.07775)
C (-1.15669, 1.50095, 3.63203)
C (0.16032, -0.91762, 3.78333)
C (-2.35633, -0.71865, 2.49131)
C (3.77225, 0.82539, -0.34376)
C (3.01455, 1.50108, 2.27765)
C (3.14297, -1.22639, 1.49426)
C (-1.67192, -2.62135, -0.67118)
C (-0.06610, -3.60126, 1.41588)
C (1.01770, -3.12523, -1.11435)
H (-4.52372, -1.40238, -3.66225)
H (-5.63928, -0.82513, -1.53288)
H (-1.86509, 2.17765, 3.13586)
H (-0.26233, 2.06089, 3.93691)
H (-1.63995, 1.07734, 4.52339)
H (1.15854, -0.50066, 3.97008)
H (0.26201, -1.95589, 3.44641)
H (-0.41617, -0.89512, 4.71897)
H (-2.93656, -0.33356, 1.64090)
H (-2.88849, -0.47804, 3.42232)
H (-2.26596, -1.80787, 2.39681)
H (4.76724, 0.53829, 0.02674)
H (3.74554, 1.90956, -0.52510)
H (3.56649, 0.29860, -1.28678)
H (4.03504, 1.24145, 2.59505)
H (2.33377, 1.39918, 3.13489)
H (2.99946, 2.54402, 1.93259)
H (4.23321, -1.14485, 1.61735)
H (2.92015, -2.01174, 0.75933)
H (2.68464, -1.49913, 2.45447)
H (-1.71936, -3.68557, -0.93696)
H (-1.76973, -2.00855, -1.57537)
H (-2.49207, -2.37380, 0.01432)
H (-0.18713, -4.57712, 0.92523)
H (-0.88699, -3.45196, 2.12759)
H (0.88754, -3.59243, 1.95977)
H (0.60303, -4.12470, -1.30446)
H (2.04012, -3.22072, -0.73080)
H (1.03956, -2.55783, -2.05328)
C (0.39410, -0.47568, -3.50481)
C (1.64166, 0.20350, -3.66646)
C (2.60737, -0.33610, -4.50518)
C (2.32282, -1.47125, -5.27262)
C (1.03312, -2.02446, -5.26155)
C (0.05489, -1.50990, -4.42543)
O (-0.37678, -0.25128, -2.47001)
H (0.45307, 2.49086, 1.62890)
H (1.83126, 1.09568, -3.06497)
H (3.58802, 0.14096, -4.55084)
H (3.10359, -1.91072, -5.89228)
H (0.79225, -2.85799, -5.92112)
H (-0.95761, -1.91277, -4.39558)
N (-2.56273, 5.30182, 0.63193)
C (-1.15188, 5.26989, 1.17566)
C (-0.71387, 3.88040, 0.99117)
O (-1.38536, 3.12824, 0.26178)
O (0.36956, 3.48544, 1.67551)
H (-2.65237, 4.56639, -0.09894)
H (-2.83346, 6.22574, 0.27969)
H (-3.23573, 5.08784, 1.38491)
H (-0.53949, 5.95761, 0.58691)
H (-1.14643, 5.57032, 2.22619)

Atoms 1-6, force components in eV/Å:
0.2123 -0.7219 2.7751
-0.6053 0.0834 0.7302
0.9723 0.2105 -0.0021
-0.7270 -0.8730 -1.2472
-0.3616 -0.0080 0.0413
-0.3423 0.0823 0.6052

Results
electronic energy	-2244.96547	Eh
LUMO energy (alpha / beta)	-15.93 / -15.96	eV
total charge	+4
2S+1	1

Which charges does natural (NBO) predict for the atoms? In e, they are: number 1, Pb, carries 1.13; number 2, P, carries 0.79; number 3, P, carries 0.80; number 4, P, carries 0.85; number 5, H, carries 0.15; number 6, C, carries -0.40; number 7, C, carries -0.37; number 8, H, carries 0.17; number 9, C, carries -0.95; number 10, C, carries -0.93; number 11, C, carries -0.94; number 12, C, carries -0.95; number 13, C, carries -0.95; number 14, C, carries -0.94; number 15, C, carries -0.95; number 16, C, carries -0.92; number 17, C, carries -0.93; number 18, H, carries 0.23; number 19, H, carries 0.24; number 20, H, carries 0.23; number 21, H, carries 0.25; number 22, H, carries 0.27; number 23, H, carries 0.24; number 24, H, carries 0.25; number 25, H, carries 0.28; number 26, H, carries 0.24; number 27, H, carries 0.27; number 28, H, carries 0.25; number 29, H, carries 0.28; number 30, H, carries 0.26; number 31, H, carries 0.22; number 32, H, carries 0.29; number 33, H, carries 0.25; number 34, H, carries 0.26; number 35, H, carries 0.28; number 36, H, carries 0.24; number 37, H, carries 0.26; number 38, H, carries 0.26; number 39, H, carries 0.24; number 40, H, carries 0.26; number 41, H, carries 0.28; number 42, H, carries 0.26; number 43, H, carries 0.26; number 44, H, carries 0.27; number 45, H, carries 0.25; number 46, H, carries 0.20; number 47, C, carries 0.47; number 48, C, carries -0.13; number 49, C, carries -0.20; number 50, C, carries 0.17; number 51, C, carries -0.22; number 52, C, carries -0.06; number 53, O, carries -0.53; number 54, H, carries 0.51; number 55, H, carries 0.26; number 56, H, carries 0.29; number 57, H, carries 0.29; number 58, H, carries 0.30; number 59, H, carries 0.29; number 60, N, carries -0.67; number 61, C, carries -0.35; number 62, C, carries 0.80; number 63, O, carries -0.65; number 64, O, carries -0.63; number 65, H, carries 0.47; number 66, H, carries 0.47; number 67, H, carries 0.46; number 68, H, carries 0.30; number 69, H, carries 0.30

***

(3)
Computed, not measured: a single C2H6N4O2 molecule, with ωB97M-V with the def2-TZVPD basis set.

Geometry (Å):
C (0.42803, 0.55199, 0.12385)
C (-1.79378, -1.07646, 1.95385)
H (0.36169, 1.33266, -2.41252)
H (-0.10551, 2.44194, -0.74549)
H (1.00516, -1.40557, 0.17315)
H (1.68638, -0.91282, -2.13773)
H (-1.83848, -1.99417, 2.56952)
H (-2.11828, -0.19940, 2.58400)
N (0.61729, 1.77388, -0.53673)
N (1.15396, -0.54889, -0.24562)
N (-0.47749, 0.49782, 1.03137)
N (-0.81036, -0.97046, 1.15263)
O (1.19117, 1.57218, -1.85278)
O (0.70022, -1.06272, -1.65750)

Atoms 1-6, force components in eV/Å:
-2.0299 0.4217 -0.4247
1.4765 0.4573 3.0266
2.2588 0.2546 1.1586
-0.6796 -0.3784 1.2317
-0.8339 -1.1893 2.0280
-4.1655 -0.6329 1.6259

Results
SMILES string	C=NN=C(NO)NO
electronic energy	-449.06748	Eh
LUMO energy	0.30	eV
2S+1	1

Which charges does natural (NBO) predict for the atoms? In e, they are: number 1, C, carries 0.51; number 2, C, carries -0.10; number 3, H, carries 0.46; number 4, H, carries 0.39; number 5, H, carries 0.41; number 6, H, carries 0.49; number 7, H, carries 0.19; number 8, H, carries 0.17; number 9, N, carries -0.32; number 10, N, carries -0.36; number 11, N, carries -0.38; number 12, N, carries -0.29; number 13, O, carries -0.56; number 14, O, carries -0.60